Record 1
Density functional theory data (the ωB97M-V functional and the def2-TZVPD basis) for a structure of composition C24H27Cl3N4O8P2SiSn.

```
70
Properties=species:S:1:pos:R:3:forces:R:3
Sn -0.0457 -0.7412 0.0408 -0.16 -0.06 -0.10
O 1.4353 -2.4411 -0.3590 0.09 -0.05 0.05
C 2.4469 -2.6615 -1.1570 -0.18 -0.13 0.20
C 3.1041 -3.9167 -1.1276 0.00 0.03 0.04
C 4.2125 -4.1777 -1.8985 -0.01 0.05 -0.03
C 4.7307 -3.2075 -2.7640 -0.06 -0.03 0.06
C 4.0816 -1.9954 -2.8349 0.04 0.00 -0.02
C 2.9475 -1.7009 -2.0647 -0.04 0.20 -0.11
C 2.3248 -0.4184 -2.3333 0.15 -0.18 0.01
N 1.2602 0.0689 -1.8218 -0.15 0.08 -0.08
N 0.8982 1.2886 -2.3982 -0.06 -0.21 0.18
C -0.2360 1.7171 -1.9078 -0.01 0.35 -0.10
O -0.9549 1.1598 -1.0227 -0.16 -0.28 0.01
C -0.7316 3.0209 -2.4790 0.01 -0.11 0.05
C 0.0556 3.8117 -3.3115 0.02 -0.02 -0.02
C -0.4435 4.9991 -3.8243 -0.05 0.01 0.02
C -1.7360 5.4099 -3.5122 0.04 -0.05 0.00
C -2.5203 4.6282 -2.6751 0.05 -0.02 0.00
C -2.0166 3.4412 -2.1581 -0.03 0.05 0.02
H 2.7040 -4.6787 -0.4715 -0.03 0.01 0.03
H 4.6829 -5.1528 -1.8353 0.01 -0.01 0.01
H 5.6044 -3.4061 -3.3712 0.01 -0.01 0.00
H 4.4453 -1.2280 -3.5115 -0.01 -0.01 0.00
H 2.8025 0.1893 -3.1031 0.02 0.00 -0.01
H 1.0586 3.4763 -3.5402 -0.02 0.01 0.00
H 0.1787 5.6120 -4.4661 0.00 0.00 0.00
H -2.1257 6.3372 -3.9154 0.00 0.02 0.00
H -3.5232 4.9473 -2.4160 0.01 0.00 0.00
H -2.5989 2.8226 -1.4880 0.00 0.01 -0.01
N -2.8863 -4.4723 0.6327 0.26 0.03 -0.26
C -1.4345 -4.6923 0.1730 -0.18 -0.08 -0.02
C -1.2183 -6.1788 -0.0827 -0.03 0.08 0.05
P -1.3312 -3.7227 -1.3988 -0.02 -0.15 0.03
O -2.7452 -4.3262 -2.0606 0.04 0.19 0.09
O -0.2320 -4.1524 -2.2900 -0.10 0.02 0.14
O -1.6371 -2.3033 -1.0083 0.25 0.28 -0.18
P -0.6307 -4.1241 1.7852 -0.12 -0.16 -0.05
O 0.9224 -4.3842 1.5652 -0.04 0.12 -0.09
O -1.2427 -5.1157 2.7340 0.16 0.15 -0.07
O -0.9584 -2.6734 1.9005 -0.01 -0.10 0.05
H -3.5392 -4.8676 -0.0410 -0.04 -0.04 0.01
H -3.0244 -3.4590 0.6941 0.07 0.10 0.03
H -2.9280 -4.8700 1.5809 -0.05 -0.14 0.12
H -1.9262 -6.5660 -0.8221 0.01 0.02 -0.01
H -1.2982 -6.7438 0.8469 -0.01 0.01 0.01
H -0.2149 -6.3062 -0.4870 -0.01 0.01 0.01
H -2.5046 -4.6218 -2.9439 0.00 -0.08 -0.06
H 1.2392 -3.6543 0.9704 0.15 -0.03 -0.08
Cl 2.6439 0.0528 1.4851 0.26 0.21 0.17
Si 2.2642 2.0224 2.1109 0.14 -0.40 -0.06
Cl 3.2722 3.1017 0.6246 -0.03 0.06 -0.01
Cl 3.5495 2.2419 3.7685 0.03 0.00 0.00
C -1.7418 0.9845 2.8540 -0.08 0.07 0.05
C -1.5181 2.4302 3.1972 -0.02 -0.05 -0.01
C -2.5308 3.1857 3.7688 0.01 -0.01 0.02
C -2.3589 4.5327 4.0690 0.06 -0.05 -0.03
C -1.1375 5.1173 3.7680 -0.01 -0.04 -0.03
C -0.0972 4.3944 3.1926 0.04 -0.03 -0.03
C 1.1884 5.0934 2.8534 0.03 -0.01 0.04
C -0.2562 3.0140 2.9048 -0.06 -0.17 0.03
N 0.7049 2.2111 2.3652 -0.19 0.54 0.02
H -2.6607 0.6123 3.3127 0.00 0.00 0.00
H -0.9068 0.3578 3.1662 0.01 0.01 0.03
H -1.8268 0.8562 1.7720 0.00 0.05 0.00
H -3.4796 2.7022 3.9846 0.01 0.00 -0.01
H -3.1584 5.1109 4.5185 0.01 0.00 -0.01
H -0.9804 6.1725 3.9751 0.01 -0.01 0.00
H 1.1032 6.1641 3.0547 0.01 -0.01 0.01
H 1.4420 4.9635 1.8006 0.00 -0.01 -0.03
H 2.0340 4.7081 3.4316 -0.03 -0.01 -0.02
```
Forces are in eV/Å.

Summary:
E ... -117535.9132 eV
Energy relative to the best compared isomer or geometry (same formula, charge and spin) ... 0.0 kJ/mol
Spin multiplicity ... 1
E_HOMO ... -0.077 Ha
Total charge ... -2
Kohn-Sham gap ... 6.281 eV

Atomic partial charges in e from the Mulliken method, atoms 1 to 4: number 1, Sn, carries 1.572; number 2, O, carries -0.563; number 3, C, carries 0.599; number 4, C, carries -0.430

=====

Record 2
Density functional theory data (the ωB97M-V functional and the def2-TZVPD basis) for a cluster of 4 separate species, H8O4 in total in a non-equilibrium geometry.

```
12
Properties=species:S:1:pos:R:3:forces:R:3
H -0.1887 -0.4631 -0.0086 -0.63 0.25 0.65
H 0.1784 0.5147 1.0721 1.31 1.19 0.70
H -0.0167 -1.5470 -2.8577 -1.01 1.24 -3.83
H 0.8124 -1.2345 -1.6996 -0.15 -0.55 -0.13
H 2.9504 -0.3591 2.0818 0.21 1.24 0.34
H 2.3527 -1.6465 1.7626 0.93 -0.19 0.10
H -3.2571 3.2979 -0.1299 0.51 -1.43 0.86
H -2.7820 2.1682 -0.8855 0.55 -1.21 -2.09
O -0.5427 0.0079 0.7753 -0.77 -1.51 -1.36
O 0.1536 -1.8677 -2.0348 1.30 -0.65 3.93
O 3.2361 -1.2434 1.9142 -1.18 -1.05 -0.42
O -2.8965 2.3725 0.0102 -1.08 2.68 1.25
```
Forces are in eV/Å.

Summary:
E ... -8319.0742 eV
Energy relative to the best compared isomer or geometry (same formula, charge and spin) ... 154.5 kJ/mol
Spin multiplicity ... 1
E_HOMO ... -0.421 Ha
SMILES string ... O.O.O.O
Kohn-Sham gap ... 11.712 eV

Atomic partial charges in e from the Mulliken method, atoms 1 to 4: number 1, H, carries 0.292; number 2, H, carries 0.293; number 3, H, carries 0.303; number 4, H, carries 0.314

=====

Record 3
Density functional theory data (the ωB97M-V functional and the def2-TZVPD basis) for a structure of composition C22H50Br3N8O10Y in a non-equilibrium geometry.

```
94
Properties=species:S:1:pos:R:3:forces:R:3
Y 18.4144 -10.4205 -13.5972 0.05 0.18 0.10
N 17.3484 -5.0892 -10.4840 -0.09 -2.03 -1.51
O 17.6189 -6.1732 -11.0017 0.20 -1.39 -0.18
O 16.3568 -4.9656 -9.8570 -2.95 0.02 2.21
O 18.0466 -4.1762 -10.7170 2.82 3.33 -0.57
C 24.1178 -5.6607 -16.6892 -1.25 0.01 0.16
C 22.8756 -5.6789 -15.7685 0.07 -1.25 0.01
O 22.3344 -6.7565 -15.4776 0.35 0.95 -0.44
N 22.4143 -4.5295 -15.2334 0.37 1.14 -0.40
C 23.0526 -3.2207 -15.3073 0.11 0.69 0.11
H 23.8275 -6.1666 -17.6100 -0.02 -0.39 0.19
H 24.8573 -6.2622 -16.1606 0.28 0.30 -0.30
H 24.4420 -4.6840 -17.0484 0.25 0.00 0.63
H 21.5472 -4.5668 -14.7169 0.19 -0.33 -0.03
H 22.6810 -2.6053 -14.4880 0.19 -0.23 0.23
H 22.8637 -2.5908 -16.1766 -0.54 -0.49 -0.53
H 24.1420 -3.2371 -15.2757 -0.07 -0.46 0.42
C 22.8214 -9.8327 -7.5714 0.72 0.47 1.06
C 23.2592 -9.9126 -8.9948 -0.59 -1.04 -1.54
O 22.3385 -10.0022 -9.8343 2.07 0.41 0.26
N 24.6373 -9.9227 -9.2519 -2.26 0.21 0.59
C 25.2749 -9.9545 -10.5458 0.30 -0.20 -0.62
H 21.8287 -10.2410 -7.3817 0.19 0.00 -0.44
H 22.8128 -8.7732 -7.3156 -0.18 0.15 0.08
H 23.5227 -10.2735 -6.8629 0.09 -0.17 -0.06
H 25.2124 -10.0274 -8.4283 -0.01 0.12 -0.23
H 25.7240 -10.9246 -10.7586 -0.02 -0.15 0.15
H 26.0781 -9.2214 -10.6206 -0.06 0.12 0.22
H 24.5977 -9.7582 -11.3771 -0.35 0.09 0.43
C 15.7014 -0.4018 -5.8168 0.29 -0.11 1.24
C 16.0975 0.9917 -6.2388 -2.39 1.83 0.77
O 15.6299 2.0106 -5.6657 1.40 -2.10 -1.31
N 16.8729 1.0651 -7.3334 -0.34 -1.88 0.13
C 17.2688 2.2220 -7.9951 1.48 1.56 -0.77
H 15.4650 -0.2670 -4.7613 0.15 -0.35 0.10
H 16.5246 -1.1084 -5.9219 0.09 0.02 0.06
H 14.8146 -0.8843 -6.2278 -0.02 0.63 -0.58
H 17.0965 0.1855 -7.7765 -0.02 0.09 0.18
H 17.7633 1.9477 -8.9270 -0.44 -0.01 -0.21
H 18.0914 2.6827 -7.4482 -0.10 0.49 0.31
H 16.4875 2.9647 -8.1564 -0.07 -0.17 0.09
C 16.4515 -5.7198 -19.6974 0.03 0.83 0.62
C 16.0518 -5.4182 -18.2577 0.77 -1.57 0.19
O 16.4021 -6.1740 -17.3521 0.27 -0.35 0.00
N 15.3090 -4.3771 -17.9594 -1.50 1.98 -0.28
C 14.8389 -3.3668 -18.8864 -0.58 0.40 -0.02
H 15.5791 -5.9898 -20.2925 0.11 -0.59 0.14
H 17.2459 -6.4563 -19.5773 -0.39 -0.17 -0.59
H 16.8340 -4.8384 -20.2121 0.22 0.12 0.17
H 15.0278 -4.2257 -17.0013 0.34 -0.48 -0.06
H 14.0871 -3.6866 -19.6079 0.40 -0.66 -0.33
H 15.6736 -2.8723 -19.3832 -0.21 0.13 -0.03
H 14.2251 -2.6568 -18.3320 0.55 0.30 0.24
C 9.3099 2.2256 -14.2733 -0.57 -0.06 0.61
C 10.1600 0.9985 -13.9649 -3.82 -0.78 -3.79
O 9.8497 -0.0745 -14.4986 0.62 0.12 0.44
N 11.1264 1.1766 -13.1586 3.42 0.44 2.06
C 12.1619 0.1803 -12.8857 0.20 0.64 0.77
H 8.9660 2.4966 -13.2750 -0.03 0.77 0.00
H 8.3938 2.0194 -14.8269 0.36 -0.47 -0.10
H 9.8287 3.0330 -14.7901 0.24 -0.06 0.32
H 11.2790 2.1119 -12.8092 0.02 -0.17 -0.05
H 11.9406 -0.2684 -11.9173 0.01 -0.55 -0.24
H 13.0974 0.7192 -12.7361 0.05 0.02 -0.16
H 12.3117 -0.5401 -13.6898 -0.47 0.11 0.13
C 10.3090 -9.5255 -14.4213 -0.41 -0.76 -0.31
C 11.5239 -9.0030 -13.6737 -1.67 1.03 0.42
O 12.6087 -9.4658 -13.7767 3.10 -2.42 -1.06
N 11.4560 -7.9476 -12.8356 -2.59 1.65 0.26
C 10.3938 -6.9413 -12.7699 0.36 0.01 0.87
H 10.2735 -9.1633 -15.4487 0.09 0.45 0.12
H 9.3103 -9.4576 -13.9899 0.24 0.77 0.33
H 10.3847 -10.6033 -14.5656 0.65 -0.05 0.21
H 12.2711 -7.5956 -12.3541 0.38 -0.78 -0.43
H 10.2746 -6.7671 -11.7006 -0.25 0.40 0.05
H 9.3990 -7.1852 -13.1428 0.45 -0.43 -0.33
H 10.7663 -6.0227 -13.2232 -0.29 0.13 -0.12
C 14.7602 -12.5692 -6.8104 -0.28 -0.45 0.93
C 14.8531 -11.2175 -7.4730 -0.46 -2.32 -1.00
O 15.4124 -11.1442 -8.5528 0.93 0.60 -0.64
N 14.1646 -10.2081 -6.9761 0.46 1.11 -0.95
C 13.2414 -10.2575 -5.9344 -0.57 1.09 2.15
H 15.4633 -13.2670 -7.2652 0.16 0.33 0.27
H 13.7936 -13.0701 -6.8638 -0.42 0.41 -0.76
H 14.8159 -12.5298 -5.7225 0.79 0.15 0.11
H 14.2161 -9.3424 -7.4937 0.13 -0.24 -0.15
H 13.7628 -10.1936 -4.9794 0.02 -0.43 0.36
H 12.5557 -11.1041 -5.9005 -0.02 0.13 -0.36
H 12.7448 -9.2875 -5.9597 -0.69 -0.37 -0.01
C 23.5047 -1.9337 -6.9596 0.51 0.07 0.40
Br 25.2731 -2.9630 -6.8819 -1.70 1.07 0.23
Br 23.7766 -0.1051 -7.7137 -0.20 -1.40 0.73
Br 22.4271 -1.9055 -5.2215 1.29 -0.03 -1.67
H 22.9163 -2.5043 -7.6782 0.08 0.29 0.31
```
Forces are in eV/Å.

Summary:
E ... -267161.5838 eV
Energy relative to the best compared isomer or geometry (same formula, charge and spin) ... 1774.2 kJ/mol
Spin multiplicity ... 1
E_HOMO ... -0.461 Ha
Total charge ... +2
Kohn-Sham gap ... 1.338 eV

Atomic partial charges in e from the Mulliken method, atoms 1 to 4: number 1, Y, carries 1.339; number 2, N, carries 1.251; number 3, O, carries -0.498; number 4, O, carries -0.460

=====

What is the spin multiplicity in the first record? 1

=====

The lowest Kohn-Sham gap belongs to which entry? C22H50Br3N8O10Y

=====

What is the formula in the first record? C24H27Cl3N4O8P2SiSn

=====

Kohn-Sham gap of number 2 (H8O4)? 11.712 eV